Entry 1:
8
Properties=species:S:1:pos:R:3:forces:R:3:mulliken_charge:R:1 method="wB97M-V/def2-TZVPD" gap_ev=7.997
C 2.20517 0.41529 -0.55474 1.379 -0.867 0.124 -0.15
N 1.07963 0.31790 -0.25597 0.325 0.223 -0.408 0.43
N -0.09512 0.60688 -0.28181 -3.839 0.456 1.010 -0.62
P -1.54345 -0.26850 0.20398 1.309 0.540 -2.491 0.22
S -1.55691 -2.15450 -0.17044 -0.196 -0.059 0.206 -0.37
I 4.03556 0.51192 0.22415 0.317 0.075 0.062 0.24
H -2.41320 0.55477 -0.74483 0.911 -0.860 1.921 0.12
H -1.71167 0.01624 1.57966 -0.206 0.491 -0.425 0.12

***

Entry 2:
10
Properties=species:S:1:pos:R:3:forces:R:3:mulliken_charge:R:1 method="wB97M-V/def2-TZVPD" total_charge=-1 gap_ev=7.479
C 0.36489 0.45613 0.51301 -0.657 1.506 4.935 0.32
N -0.76968 1.03165 0.35833 0.399 0.431 -2.625 -0.51
N 1.63431 -1.54340 -1.14200 -1.622 -1.849 1.715 -0.81
N 1.38022 0.32755 1.15013 -0.333 -1.276 -2.878 -0.53
N -1.96539 1.00742 0.96832 1.947 -0.555 -0.269 1.02
O -2.45043 2.13769 0.98426 -1.287 -1.029 0.679 -0.58
O -2.42199 -0.05749 1.40391 -0.327 1.177 -0.068 -0.60
I 1.73604 -0.33433 -2.68439 0.164 1.170 -1.541 -0.01
H 1.64413 -0.68928 -0.05981 -0.717 -2.629 -2.061 0.47
H 0.84789 -2.33595 -1.49176 2.433 3.054 2.115 0.24

***

Entry 3:
7
Properties=species:S:1:pos:R:3:forces:R:3:mulliken_charge:R:1 method="wB97M-V/def2-TZVPD" gap_ev=8.954
N -1.30279 0.15775 -1.32318 -0.203 0.838 -0.518 -0.40
C -1.24633 -0.05719 -0.14710 -1.100 -2.469 0.048 0.56
O -1.48090 -0.60949 0.85438 0.010 1.061 0.624 -0.40
H -0.71272 0.44253 -2.06055 0.592 0.399 -0.157 0.27
O 1.02849 -0.16148 1.08960 -3.202 4.525 -3.617 -0.58
I 2.23308 0.96110 0.02221 0.231 -0.003 0.040 0.24
H 1.48118 -0.73322 1.56464 3.671 -4.350 3.581 0.31